No. 1
{"formula": "C5H14N2O", "method": "ωB97M-V/def2-TZVPD", "fmax_ev_per_a": 2.74, "total_charge": 0, "homo_lumo_gap_ev": 9.8844, "species": ["C", "N", "C", "N", "C", "C", "C", "O", "H", "H", "H", "H", "H", "H", "H", "H", "H", "H", "H", "H", "H", "H"], "coordinates": [[-0.301, 1.014, -0.682], [-0.616, -0.011, -1.701], [-1.699, -0.903, -1.350], [-3.053, -0.370, -1.305], [0.125, 0.381, 0.652], [1.389, -0.424, 0.589], [2.553, 0.237, 1.396], [2.285, -0.082, 2.762], [-1.150, 1.673, -0.485], [0.596, 1.499, -1.059], [-0.770, 0.435, -2.587], [-1.690, -1.602, -2.193], [-1.535, -1.497, -0.452], [-3.699, -0.749, -1.991], [-3.453, -0.330, -0.393], [0.019, 1.145, 1.436], [-0.806, -0.104, 1.020], [1.771, -0.562, -0.424], [1.349, -1.388, 1.095], [3.484, -0.275, 1.123], [2.596, 1.309, 1.216], [2.606, 0.604, 3.332]], "forces_ev_per_a": [[0.59, -0.96, -0.02], [0.20, 0.21, 1.84], [-0.55, -0.89, -1.68], [0.03, 0.68, -0.42], [-2.70, 0.43, 0.18], [1.73, 0.50, 1.12], [-0.79, -1.12, -0.27], [-0.32, -0.08, -0.20], [0.16, 0.37, -0.21], [-0.24, 0.77, -0.17], [-0.25, 0.03, -0.32], [-0.04, -0.32, 0.23], [0.60, 0.29, 0.02], [0.32, 0.06, 0.39], [-0.32, -0.04, 0.34], [1.31, 0.34, -0.22], [0.72, -0.98, -0.40], [-0.48, -0.09, -0.12], [-0.45, -0.24, -0.36], [0.03, 0.42, -0.16], [0.16, 0.11, 0.04], [0.31, 0.50, 0.38]], "nbo_charge": [-0.220, -0.636, -0.069, -0.885, -0.431, -0.435, -0.052, -0.738, 0.179, 0.187, 0.362, 0.178, 0.180, 0.370, 0.361, 0.218, 0.201, 0.218, 0.223, 0.161, 0.161, 0.469]}

***

No. 2
{"formula": "C9H12NO5S", "method": "ωB97M-V/def2-TZVPD", "fmax_ev_per_a": 3.53, "total_charge": -1, "homo_lumo_gap_ev": 2.0674, "species": ["N", "C", "C", "O", "C", "S", "H", "H", "H", "H", "H", "H", "H", "H", "H", "H", "C", "C", "C", "O", "C", "C", "C", "O", "O", "O", "H", "H"], "coordinates": [[-3.204, -2.524, -1.085], [-2.152, -1.962, -0.178], [-1.858, -0.364, -0.281], [-2.290, 0.270, 1.002], [-2.622, 0.444, -1.476], [-2.809, 2.303, -1.120], [-4.172, -2.471, -0.708], [-3.126, -2.223, -2.078], [-1.142, -2.564, -0.378], [-2.455, -2.188, 0.953], [-0.680, -0.218, -0.395], [-1.720, -0.219, 1.694], [-2.013, 0.301, -2.488], [-3.711, 0.043, -1.623], [-1.826, 2.757, -0.227], [-4.107, 2.473, -0.552], [3.290, -0.387, 1.795], [2.500, -0.775, 0.779], [2.540, 0.174, -0.415], [1.950, -0.024, -1.482], [3.333, 1.425, -0.293], [4.113, 1.820, 0.729], [4.158, 0.818, 1.879], [4.866, 0.942, 2.884], [4.791, 2.888, 0.832], [1.761, -1.805, 0.709], [3.337, -1.004, 2.685], [3.246, 2.069, -1.161]], "forces_ev_per_a": [[-0.14, 0.65, 0.47], [0.74, -0.82, 0.14], [1.20, 0.49, 0.75], [1.59, -1.65, -0.30], [0.40, -2.10, 0.04], [-0.32, -0.33, -0.74], [1.22, 0.22, -0.66], [-0.17, -0.40, 1.28], [-2.05, 1.64, 0.45], [0.59, 0.55, -2.56], [-2.33, -0.26, 0.05], [-1.18, 1.30, -1.45], [-1.32, 0.79, 2.23], [1.92, 1.00, 0.34], [-1.08, -0.86, -0.07], [1.91, -0.41, 0.10], [1.56, 1.14, 1.72], [-1.08, -0.50, -1.51], [1.47, 2.43, -0.16], [-0.92, -0.64, -0.10], [-2.33, -1.55, -2.15], [1.96, 1.45, 2.06], [-0.63, -1.95, 0.97], [-0.09, 0.56, -0.61], [-0.66, -0.81, -0.26], [-0.36, 0.09, 0.07], [0.02, -0.10, 0.05], [0.08, 0.05, -0.14]], "nbo_charge": [-0.866, -0.261, 0.023, -0.779, -0.524, 0.302, 0.364, 0.360, 0.269, 0.216, 0.280, 0.507, 0.296, 0.258, 0.263, 0.214, -0.526, 0.336, 0.459, -0.702, -0.542, 0.346, 0.465, -0.628, -0.711, -0.785, 0.185, 0.179]}